Arrangement w

2 unconnected molecules or ions with the total composition C3H8NO3. Source: OMol25; level of theory: ωB97M-V/def2-TZVPD.

## Properties
highest occupied orbital energy = -15.9 eV

ORCA input file:
```
! RIJCOSX wB97M-V def2-TZVPD def2/J DEFGRID3
* xyz 1 1
O -2.035 -1.112 0.104
O -0.148 -0.613 -1.116
O -0.132 -0.803 1.074
N -1.457 1.177 0.148
C 1.285 -0.780 0.745
C 1.320 -0.542 -0.826
C -0.865 -0.719 0.017
H 1.904 -0.086 1.256
H -2.456 1.221 0.258
H -1.124 1.766 0.871
H 1.690 0.408 -1.080
H -1.224 1.782 -0.670
H 1.845 -1.324 -1.344
H 1.680 -1.791 0.796
H -2.708 -1.203 -0.675
*
```

Atomic charges from the Löwdin analysis, expressed in e, are listed below: number 1, O, carries 0.230; number 2, O, carries 0.059; number 3, O, carries 0.111; number 4, N, carries 0.155; number 5, C, carries -0.012; number 6, C, carries 0.009; number 7, C, carries -0.625; number 8, H, carries 0.128; number 9, H, carries 0.096; number 10, H, carries 0.086; number 11, H, carries 0.112; number 12, H, carries 0.129; number 13, H, carries 0.131; number 14, H, carries 0.137; number 15, H, carries 0.252

Arrangement x

2 unconnected molecules or ions with the total composition C3H8NO3. Source: OMol25; level of theory: ωB97M-V/def2-TZVPD.

## Properties
highest occupied orbital energy = -15.6 eV

ORCA input file:
```
! RIJCOSX wB97M-V def2-TZVPD def2/J DEFGRID3
* xyz 1 1
O 2.100 0.658 0.163
O -2.356 0.990 0.239
O -0.021 -1.856 -0.324
N -0.173 0.368 -1.332
C 0.986 0.494 0.930
C -0.238 0.051 0.155
C -1.648 0.138 0.662
H 0.633 1.535 1.253
H 1.125 -0.290 1.711
H -0.716 -2.540 -0.192
H 0.026 -0.565 -1.643
H -1.826 -0.525 1.498
H 2.635 -0.133 0.213
H 0.503 1.091 -1.637
H -1.029 0.584 -1.697
*
```

Atomic charges from the Löwdin analysis, expressed in e, are listed below: number 1, O, carries 0.013; number 2, O, carries 0.161; number 3, O, carries -0.129; number 4, N, carries 0.277; number 5, C, carries -0.204; number 6, C, carries -0.093; number 7, C, carries -0.185; number 8, H, carries 0.188; number 9, H, carries 0.172; number 10, H, carries 0.068; number 11, H, carries 0.135; number 12, H, carries 0.150; number 13, H, carries 0.124; number 14, H, carries 0.200; number 15, H, carries 0.123

Arrangement y

A gas-phase ion, C3H8NO3 (charge +1). Source: OMol25; level of theory: ωB97M-V/def2-TZVPD.

## Properties
highest occupied orbital energy = -16.3 eV

ORCA input file:
```
! RIJCOSX wB97M-V def2-TZVPD def2/J DEFGRID3
* xyz 1 1
O 0.016 -0.434 -1.330
O 0.631 -1.041 -2.441
O 0.336 0.914 0.411
N 2.108 0.379 -0.857
C 0.831 0.289 -0.585
C -1.213 -0.434 1.723
C -1.059 0.764 0.806
H -0.108 -1.462 -2.916
H -1.279 1.692 1.330
H -1.691 0.688 -0.082
H 2.487 -0.107 -1.663
H -2.216 -0.438 2.139
H -1.053 -1.365 1.187
H 2.717 0.931 -0.269
H -0.506 -0.375 2.547
*
```

Atomic charges from the Löwdin analysis, expressed in e, are listed below: number 1, O, carries 0.071; number 2, O, carries 0.093; number 3, O, carries 0.106; number 4, N, carries 0.299; number 5, C, carries -0.411; number 6, C, carries -0.038; number 7, C, carries -0.140; number 8, H, carries 0.157; number 9, H, carries 0.140; number 10, H, carries 0.134; number 11, H, carries 0.151; number 12, H, carries 0.096; number 13, H, carries 0.083; number 14, H, carries 0.166; number 15, H, carries 0.093

Which of them is the most stable, and which is the least stable? arrangement w and arrangement x, in that order.

Arrangement w

2 unconnected molecules or ions with the total composition C2H6N2O3. Source: OMol25; level of theory: ωB97M-V/def2-TZVPD.

## Properties
highest occupied orbital energy = -9.7 eV

ORCA input file:
```
! RIJCOSX wB97M-V def2-TZVPD def2/J DEFGRID3
* xyz 0 1
O 0.805 2.640 0.876
O -0.857 1.202 0.438
O 0.586 -1.899 -0.225
N -0.942 -2.176 -0.744
N 1.310 0.535 0.224
C -1.674 -1.197 -0.577
C 0.373 1.407 0.527
H 1.080 -2.579 -0.702
H 0.034 3.174 1.115
H -1.330 -0.105 -0.114
H 2.249 0.897 0.169
H 1.033 -0.598 0.015
H -2.667 -1.301 -1.003
*
```

Atomic charges from the Löwdin analysis, expressed in e, are listed below: number 1, O, carries 0.100; number 2, O, carries -0.015; number 3, O, carries -0.150; number 4, N, carries 0.044; number 5, N, carries 0.160; number 6, C, carries -0.058; number 7, C, carries -0.644; number 8, H, carries 0.082; number 9, H, carries 0.122; number 10, H, carries 0.081; number 11, H, carries 0.105; number 12, H, carries 0.093; number 13, H, carries 0.081

Arrangement x

2 unconnected molecules or ions with the total composition C2H6N2O3. Source: OMol25; level of theory: ωB97M-V/def2-TZVPD.

## Properties
highest occupied orbital energy = -10.3 eV

ORCA input file:
```
! RIJCOSX wB97M-V def2-TZVPD def2/J DEFGRID3
* xyz 0 1
O -0.968 -2.292 -0.862
O -1.407 1.316 0.062
O 2.204 1.380 0.361
N 0.400 -0.568 -1.462
N -0.527 -0.661 0.697
C -0.424 -1.241 -0.632
C -1.327 0.435 0.892
H -1.873 0.503 1.836
H 0.351 0.429 -1.330
H 1.866 2.279 0.419
H -0.623 -1.424 1.352
H 0.650 -1.025 -2.319
H 1.678 0.868 0.985
*
```

Atomic charges from the Löwdin analysis, expressed in e, are listed below: number 1, O, carries 0.090; number 2, O, carries 0.032; number 3, O, carries -0.059; number 4, N, carries 0.195; number 5, N, carries 0.106; number 6, C, carries -0.568; number 7, C, carries -0.329; number 8, H, carries 0.134; number 9, H, carries 0.089; number 10, H, carries 0.040; number 11, H, carries 0.138; number 12, H, carries 0.118; number 13, H, carries 0.016

Which of them is the most stable, and which is the least stable? arrangement x and arrangement w, in that order.